(1)
{"formula": "C41H41P2SiY", "method": "the ωB97M-V functional and the def2-TZVPD basis", "elements": ["C", "C", "C", "C", "C", "C", "P", "C", "C", "C", "C", "C", "C", "Y", "P", "C", "C", "C", "C", "C", "C", "C", "C", "C", "C", "C", "C", "C", "C", "C", "C", "C", "C", "C", "C", "C", "C", "C", "C", "H", "H", "H", "H", "H", "H", "H", "H", "H", "H", "H", "H", "H", "H", "H", "H", "H", "H", "H", "H", "H", "H", "H", "H", "H", "H", "H", "H", "H", "H", "H", "H", "C", "Si", "C", "C", "C", "C", "H", "H", "H", "H", "H", "H", "H", "H", "H"], "coordinates": [[0.5992, -1.3128, -4.0257], [-0.4245, -1.6667, -3.1394], [-1.6997, -1.8978, -3.6712], [-1.9773, -1.6085, -5.0030], [-0.9536, -1.2994, -5.8941], [0.3360, -1.1417, -5.3671], [0.0277, -1.9557, -1.3769], [-1.4018, -3.0581, -0.9428], [-2.5803, -2.6497, -0.2773], [-3.4963, -3.6317, 0.0826], [-3.3678, -4.9680, -0.3138], [-2.2510, -5.3289, -1.0764], [-1.2517, -4.3884, -1.3557], [-1.4751, 0.1777, -0.6572], [0.2593, 1.9875, -1.6702], [-1.2312, 1.9768, -2.7848], [-1.1091, 2.2892, -4.1496], [-2.2190, 2.2606, -4.9913], [-3.4520, 1.8196, -4.5038], [-3.5885, 1.4999, -3.1576], [-2.5409, 1.6948, -2.2418], [-0.1263, 3.2785, -0.4521], [0.6696, 3.3119, 0.7165], [0.4050, 4.2266, 1.7317], [-0.6171, 5.1743, 1.5876], [-1.3679, 5.1813, 0.4106], [-1.0991, 4.2818, -0.6231], [1.8257, 2.2928, -2.5195], [2.8667, 1.3626, -2.3636], [4.0889, 1.6114, -2.9760], [4.2919, 2.7599, -3.7294], [3.2506, 3.6685, -3.8914], [2.0142, 3.4421, -3.3059], [1.6310, -2.7671, -1.4381], [2.1234, -3.5662, -2.4877], [3.3582, -4.2102, -2.3675], [4.1038, -4.0753, -1.1894], [3.6123, -3.2994, -0.1377], [2.3915, -2.6517, -0.2632], [1.4627, 2.5607, 0.8467], [0.9830, 4.1916, 2.6606], [-0.8514, 5.8583, 2.4111], [-2.1848, 5.8929, 0.3119], [-1.6726, 4.3340, -1.5588], [-0.1377, 2.5961, -4.5512], [-2.1143, 2.5346, -6.0428], [-4.3013, 1.7255, -5.1827], [-4.5355, 1.1050, -2.7673], [-2.7935, 1.8365, -1.1398], [2.6980, 0.4768, -1.7679], [4.8897, 0.8813, -2.8465], [5.2518, 2.9484, -4.1780], [3.4012, 4.5573, -4.4838], [1.2077, 4.1428, -3.4548], [1.5676, -3.7020, -3.4122], [3.7703, -4.7976, -3.1934], [5.0859, -4.5398, -1.0966], [4.1879, -3.1662, 0.7863], [2.0025, -2.0470, 0.5530], [-2.7982, -1.5961, 0.0284], [-4.3282, -3.3258, 0.7120], [-4.1082, -5.7198, -0.0239], [-2.1441, -6.3529, -1.4412], [-0.3493, -4.7101, -1.8826], [-2.4405, -2.3858, -3.0534], [-3.0265, -1.6593, -5.3136], [-1.1877, -1.1098, -6.9420], [1.2487, -0.8377, -5.8909], [1.6417, -1.2306, -3.7476], [0.0495, 1.4438, -6.4748], [0.5013, 1.0924, -5.9489], [-1.4015, 0.8416, 5.5422], [0.0273, -0.0084, 4.6422], [1.5112, 0.8109, 5.4784], [0.0787, -1.6854, 5.5145], [-0.4585, 0.1300, 2.8489], [-0.9193, 0.2058, 1.6755], [-1.3566, 0.8234, 6.6390], [-2.3330, 0.3783, 5.2109], [-1.4659, 1.8764, 5.1999], [1.4097, 0.7401, 6.5789], [2.4638, 0.3560, 5.2021], [1.5952, 1.8665, 5.2174], [-0.7903, -2.2878, 5.2448], [0.9465, -2.2810, 5.2251], [0.0914, -1.5792, 6.6148]], "lumo_ev": -6.38, "max_force_ha_per_bohr": 0.06303, "homo_energy_ev": -13.534, "charge": 2, "gap_ev": 7.158, "total_energy_ev": -70663.7404}

***

(2)
{"formula": "C41H42BeGeP2Si", "method": "the ωB97M-V functional and the def2-TZVPD basis", "elements": ["Be", "C", "Si", "C", "C", "C", "C", "C", "C", "P", "C", "C", "C", "C", "C", "C", "C", "C", "C", "C", "C", "C", "C", "C", "C", "C", "C", "C", "P", "C", "C", "C", "C", "C", "C", "C", "C", "C", "C", "C", "C", "H", "H", "H", "H", "H", "H", "H", "H", "H", "H", "H", "H", "H", "H", "H", "H", "H", "H", "H", "H", "H", "H", "H", "H", "H", "H", "H", "H", "H", "H", "H", "C", "Ge", "C", "C", "C", "H", "H", "H", "H", "H", "H", "H", "H", "H", "H", "H"], "coordinates": [[0.8419, -0.1708, 0.7983], [3.4132, -1.3213, -1.3416], [1.5495, -1.1560, -0.9730], [0.9772, -2.8994, -0.5089], [1.5730, -3.9956, -1.0791], [1.2828, -5.2997, -0.7464], [0.2925, -5.5615, 0.1779], [-0.3220, -4.4715, 0.7907], [0.0383, -3.1713, 0.4850], [-0.5759, -1.7753, 1.4656], [-0.5970, -2.4711, 3.1501], [0.5833, -2.3401, 3.8455], [0.7043, -2.9725, 5.0987], [-0.3332, -3.7430, 5.6408], [-1.5247, -3.8812, 4.9013], [-1.6718, -3.2033, 3.7102], [-2.3073, -1.5809, 0.8780], [-3.3007, -1.0830, 1.7205], [-4.6160, -0.9595, 1.2727], [-4.8759, -1.2769, -0.0469], [-3.8831, -1.6720, -0.9414], [-2.5716, -1.8882, -0.4266], [0.7498, -0.8233, -2.6804], [0.1643, -1.8951, -3.3728], [-0.3017, -1.7257, -4.6765], [-0.2188, -0.4644, -5.2798], [0.3415, 0.5757, -4.6032], [0.7731, 0.4592, -3.2748], [1.3204, 1.8899, -2.2769], [1.7279, 3.2112, -3.5155], [0.8833, 3.8539, -4.4048], [1.3850, 4.8136, -5.3164], [2.7451, 5.1055, -5.3437], [3.5857, 4.5332, -4.4348], [3.0851, 3.5945, -3.5793], [-0.3466, 2.3719, -1.6451], [-0.4609, 3.6443, -1.0970], [-1.5489, 3.9839, -0.2560], [-2.5436, 3.0498, -0.0135], [-2.4313, 1.7698, -0.5693], [-1.3494, 1.4463, -1.4110], [3.6964, -2.2029, -2.0044], [3.9966, -1.3848, -0.4095], [3.6874, -0.3892, -1.8100], [2.3012, -3.8492, -1.9026], [1.7812, -6.1263, -1.2525], [0.0247, -6.5864, 0.4644], [-1.0409, -4.6686, 1.5922], [1.4697, -1.7951, 3.5028], [1.6324, -2.9877, 5.6495], [-0.2803, -4.2216, 6.6318], [-2.3129, -4.5486, 5.1707], [-2.6159, -3.2908, 3.1568], [-3.0019, -0.6840, 2.6682], [-5.3777, -0.5779, 1.9332], [-5.9145, -1.2481, -0.3686], [-4.1006, -1.8522, -1.9798], [-1.7768, -2.1026, -1.0738], [0.0306, -2.8841, -2.9772], [-0.7789, -2.5160, -5.1858], [-0.5987, -0.3273, -6.2819], [0.3707, 1.5846, -5.0696], [-0.1863, 3.6792, -4.4350], [0.6747, 5.2752, -5.9933], [3.1279, 5.8157, -6.0389], [4.6306, 4.8112, -4.3554], [3.6975, 3.0232, -2.8993], [0.3086, 4.4199, -1.3087], [-1.5506, 5.0013, 0.1024], [-3.4066, 3.2963, 0.6050], [-3.2672, 1.1108, -0.3446], [-1.2291, 0.4852, -1.9056], [0.5520, 3.8035, 3.3545], [0.8725, 1.8974, 3.2987], [2.2323, 1.6540, 4.5761], [-0.8546, 1.1596, 3.9229], [1.5261, 1.2264, 1.5705], [0.3093, 4.1169, 4.3420], [-0.2662, 4.1324, 2.6924], [1.4234, 4.3399, 3.1426], [1.8776, 1.7369, 5.6360], [2.9601, 2.4233, 4.3813], [2.6796, 0.6824, 4.4721], [-1.2825, 1.6518, 4.8086], [-0.7023, 0.1263, 4.1802], [-1.5937, 1.2145, 3.1257], [2.5970, 1.0262, 1.6372], [1.4413, 2.0494, 0.8582]], "lumo_ev": 0.29, "max_force_ha_per_bohr": 0.05349, "homo_energy_ev": -7.411, "charge": 0, "gap_ev": 7.697, "total_energy_ev": -126571.3252}